1.
This record from the Open Molecules 2025 dataset describes a cluster of 2 separate species, C2H8NOP in total in a non-equilibrium geometry. The level of theory is wB97M-V/def2-TZVPD.

Element x y z (Å)
1 C 1.20644 -0.84066 0.36980
2 C 1.04061 0.57607 -0.09485
3 N -0.03226 1.21748 0.52850
4 O -2.38953 -0.99719 0.33711
5 P -1.98203 0.15711 -0.42911
6 H 1.96030 -1.35200 -0.14288
7 H 1.66194 -0.78797 1.38878
8 H 0.18391 -1.44317 0.32692
9 H 1.95486 1.11261 0.17474
10 H 0.92980 0.60965 -1.28441
11 H -0.21769 0.96336 1.49953
12 H -2.77177 1.09776 -0.98324
13 H -1.54460 -0.31305 -1.69089

Atomic forces in eV per Å
C -1.64 -0.90 1.41
C 0.53 -1.12 -2.43
N -4.64 0.81 -1.43
O -1.49 -1.12 1.67
P 4.97 0.58 -0.41
H 0.98 -0.99 -1.31
H -1.02 -0.28 -0.27
H 2.28 1.18 0.31
H 0.10 0.28 -0.29
H 0.25 0.20 2.48
H 0.27 -0.44 -0.25
H -1.33 1.47 0.42
H 0.75 0.33 0.10

The value obtained for the largest force on an atom is 5.02 eV Å⁻¹. The value obtained for the HOMO energy (alpha / beta) is -9.00 / -9.01 eV. As for the spin multiplicity: 1. The value obtained for the orbital gap (alpha / beta) is 8.617 / 8.619 eV. The energy above the lowest of the compared OMol25 structures with the same formula, charge and spin is 92.6 kcal per mole.

These are the natural (NBO) partial charges, in e, on atoms 1 to 2: C -0.633; C -0.254


2.
This record from the Open Molecules 2025 dataset describes a cluster of 2 separate species, C2H8NS in total in a non-equilibrium geometry. The level of theory is wB97M-V/def2-TZVPD.

Element x y z (Å)
1 N 1.30729 -0.06828 -2.88114
2 H 0.41182 0.13867 -3.15977
3 H 1.23034 0.02575 -1.81349
4 H 1.71364 0.80560 -3.00923
5 C -0.37281 -1.72718 1.04812
6 C -1.11384 -0.24683 0.81316
7 S 0.04278 1.09038 0.77303
8 H -1.13060 -2.58188 0.95878
9 H 0.13340 -1.49888 2.06690
10 H 0.37854 -1.90128 0.29457
11 H -1.94718 -0.15076 1.51216
12 H -1.70557 0.03872 -0.21810

Atomic forces in eV per Å
N 1.52 -1.38 3.24
H -3.00 0.12 -0.85
H -0.15 -0.69 -1.43
H 1.54 1.99 -0.80
C -1.90 2.13 0.57
C -1.01 -1.01 -2.69
S 1.03 0.78 0.53
H 0.99 1.00 0.75
H -0.90 -1.08 -1.57
H 0.35 0.20 -0.19
H 0.33 -0.06 0.56
H 1.18 -2.00 1.88

The value obtained for the largest force on an atom is 3.83 eV Å⁻¹. As for the net charge: -1. The value obtained for the HOMO energy is -2.24 eV. As for the spin multiplicity: 1. The value obtained for the orbital gap is 6.475 eV. The energy above the lowest of the compared OMol25 structures with the same formula, charge and spin is 29.2 kcal per mole.

These are the natural (NBO) partial charges, in e, on atoms 1 to 2: N -1.078; H 0.337


3.
This record from the Open Molecules 2025 dataset describes a cluster of 2 separate species, C2H8NS in total. The level of theory is wB97M-V/def2-TZVPD.

Element x y z (Å)
1 C 0.89461 -1.42163 0.68486
2 N -0.46772 -1.26937 0.16275
3 C -0.42942 -1.10717 -1.28550
4 H 1.34852 -2.32204 0.25563
5 H 1.52042 -0.55481 0.46585
6 H 0.84336 -1.59021 1.75820
7 H -0.77875 -0.36681 0.52630
8 H 0.16992 -0.25004 -1.60659
9 H -1.44737 -0.95606 -1.64414
10 H -0.01524 -2.01189 -1.73874
11 S -0.14387 2.04481 0.25115
12 H -0.54135 3.06492 1.02839

Atomic forces in eV per Å
C -0.43 -0.43 -0.17
N 0.43 0.05 0.06
C -0.13 -0.08 0.17
H 0.02 0.05 -0.09
H 0.14 0.11 0.06
H 0.08 0.19 0.15
H -0.14 0.03 0.02
H 0.09 0.11 -0.02
H 0.01 -0.03 -0.13
H -0.06 -0.05 -0.07
S -0.01 0.09 0.00
H 0.00 -0.03 0.01

The value obtained for the largest force on an atom is 0.63 eV Å⁻¹. As for the net charge: -1. The value obtained for the HOMO energy is -2.75 eV. As for the spin multiplicity: 1. The value obtained for the orbital gap is 7.102 eV. The energy above the lowest of the compared OMol25 structures with the same formula, charge and spin is 6.5 kcal per mole.

These are the natural (NBO) partial charges, in e, on atoms 1 to 2: C -0.418; N -0.659


4.
This record from the Open Molecules 2025 dataset describes a cluster of 2 separate species, C2H8NS in total in a non-equilibrium geometry. The level of theory is wB97M-V/def2-TZVPD.

Element x y z (Å)
1 S 0.49538 -1.66499 -3.13192
2 H 1.67641 -1.05872 -3.36886
3 C -0.83036 0.03820 -0.41750
4 N 0.18171 0.84631 0.31798
5 C 0.22883 0.45563 1.73559
6 H -0.80319 -1.01907 -0.12124
7 H -0.93015 0.23519 -1.47610
8 H -1.72145 0.43678 0.12086
9 H 1.08856 0.62889 -0.07787
10 H 1.25152 0.58704 2.11409
11 H -0.41804 1.05723 2.38499
12 H -0.21922 -0.54249 1.91999

Atomic forces in eV per Å
S 0.21 -0.10 -0.39
H -0.09 -0.06 0.00
C -1.09 1.35 2.57
N 0.43 -0.78 -0.69
C -0.48 0.15 -0.05
H 0.29 0.00 -0.65
H 0.47 -0.16 -0.08
H -0.28 -0.49 -0.67
H 0.03 -0.03 0.04
H -0.12 -0.30 0.12
H -0.08 0.48 -0.11
H 0.70 -0.06 -0.09

The value obtained for the largest force on an atom is 3.10 eV Å⁻¹. As for the net charge: -2. The value obtained for the HOMO energy (alpha / beta) is 4.09 / -0.22 eV. As for the spin multiplicity: 2. The value obtained for the orbital gap (alpha / beta) is 2.703 / 7.005 eV. The energy above the lowest of the compared OMol25 structures with the same formula, charge and spin is 18.3 kcal per mole.

These are the natural (NBO) partial charges, in e, on atoms 1 to 2: S -1.072; H 0.078


5.
This record from the Open Molecules 2025 dataset describes an isolated molecule of C2H8NS2 in a non-equilibrium geometry. The level of theory is wB97M-V/def2-TZVPD.

Element x y z (Å)
1 N -0.83341 1.35398 1.21068
2 C -0.18724 0.93691 -0.14192
3 C -0.18344 -0.55159 -0.33918
4 S 1.58954 -1.07641 -0.35475
5 S 1.90317 -2.25952 -1.95539
6 H -0.31561 1.98985 1.85192
7 H -0.91038 0.47256 1.74685
8 H -1.80332 1.74460 1.07999
9 H 0.81063 1.41295 -0.18487
10 H -0.74248 1.48911 -0.89794
11 H -0.59218 -1.09458 0.52055
12 H -0.70457 -0.95996 -1.19349
13 H 1.96929 -3.45790 -1.34243

Atomic forces in eV per Å
N 0.06 -1.15 -0.65
C -0.02 2.02 0.25
C 0.72 -1.26 0.79
S 0.19 0.40 0.34
S -0.03 -0.35 -0.41
H 0.48 0.36 -0.24
H -0.32 0.20 0.36
H -0.12 -0.02 0.01
H -0.38 -0.64 0.31
H -0.27 -0.27 -0.05
H -0.10 0.30 -0.21
H -0.04 0.34 -0.48
H -0.18 0.08 -0.02

The value obtained for the largest force on an atom is 2.04 eV Å⁻¹. The value obtained for the HOMO energy (alpha / beta) is -3.84 / -9.38 eV. As for the spin multiplicity: 2. The value obtained for the orbital gap (alpha / beta) is 4.288 / 9.791 eV. The energy above the lowest of the compared OMol25 structures with the same formula, charge and spin is 45.2 kcal per mole.

These are the natural (NBO) partial charges, in e, on atoms 1 to 2: N -1.107; C -0.328


6.
This record from the Open Molecules 2025 dataset describes the ion C2H8NS2 with charge +1 in a non-equilibrium geometry. The level of theory is wB97M-V/def2-TZVPD.

Element x y z (Å)
1 C -1.35807 0.90214 0.23410
2 C -0.09942 0.10809 0.21154
3 N -0.28334 -1.03226 -0.67645
4 S 2.67550 -0.49009 0.26309
5 S 1.40301 0.94277 -0.44279
6 H -1.55529 1.09278 -0.87801
7 H -1.16582 1.83349 0.67081
8 H -2.21818 0.40451 0.78585
9 H 0.39977 -0.17782 1.17077
10 H -1.12577 -1.58269 -0.19988
11 H -0.64791 -0.71321 -1.54992
12 H 0.57049 -1.56692 -0.63416
13 H 3.40503 0.27921 1.04508

Atomic forces in eV per Å
C -0.93 -0.88 -1.59
C 2.03 1.26 1.49
N -3.30 -2.18 3.30
S 0.47 -0.52 -0.70
S -0.32 0.66 -0.44
H -0.52 -0.04 1.52
H 0.07 1.41 0.74
H 1.02 0.48 -0.92
H -1.53 -0.46 -0.49
H 2.20 0.65 -1.44
H 0.37 0.01 -1.29
H 0.23 -0.77 -0.82
H 0.22 0.37 0.63

The value obtained for the largest force on an atom is 5.15 eV Å⁻¹. As for the net charge: +1. The value obtained for the HOMO energy is -13.51 eV. As for the spin multiplicity: 1. The value obtained for the orbital gap is 9.737 eV. The energy above the lowest of the compared OMol25 structures with the same formula, charge and spin is 16.0 kcal per mole.

These are the natural (NBO) partial charges, in e, on atoms 1 to 2: C -0.652; C -0.208


7.
This record from the Open Molecules 2025 dataset describes a cluster of 2 separate species, C2H8NS2 in total. The level of theory is wB97M-V/def2-TZVPD.

Element x y z (Å)
1 S 1.45823 1.01717 -1.47599
2 S -0.57040 0.63353 -1.40210
3 H 1.41247 1.80695 -2.56109
4 H -0.97883 1.68922 -0.67415
5 C -0.90025 -1.23656 2.41741
6 C 0.00001 -0.38090 2.84303
7 N -0.92044 -1.60176 0.98143
8 H -1.67389 -1.72760 2.99001
9 H 0.06926 -0.10140 3.88663
10 H 0.70506 0.06578 2.15480
11 H -0.74727 -0.77572 0.36691
12 H -0.18704 -2.28405 0.77538
13 H -1.80728 -2.01761 0.69209

Atomic forces in eV per Å
S -0.12 0.04 0.04
S 0.01 0.07 0.02
H 0.05 -0.05 -0.01
H 0.03 0.03 -0.02
C -0.22 -0.01 -0.03
C 0.01 0.03 0.07
N 0.13 -0.11 0.00
H 0.14 0.02 0.10
H -0.09 -0.05 -0.09
H 0.12 0.07 0.02
H -0.02 -0.03 -0.15
H -0.03 -0.06 -0.03
H -0.01 0.06 0.07

The value obtained for the largest force on an atom is 0.23 eV Å⁻¹. As for the net charge: +1. The value obtained for the HOMO energy is -13.43 eV. As for the spin multiplicity: 1. The value obtained for the orbital gap is 9.912 eV. The energy above the lowest of the compared OMol25 structures with the same formula, charge and spin is 15.5 kcal per mole.

These are the natural (NBO) partial charges, in e, on atoms 1 to 2: S -0.086; S -0.148


8.
This record from the Open Molecules 2025 dataset describes a cluster of 2 separate species, C2H8NSe in total in a non-equilibrium geometry. The level of theory is wB97M-V/def2-TZVPD.

Element x y z (Å)
1 C 1.27286 1.09490 1.28390
2 C 0.20270 0.74688 0.28840
3 N -1.05831 -1.51666 -1.78995
4 Se -1.27400 -0.22375 0.66126
5 H 0.83250 1.04747 2.29295
6 H 1.61293 2.08756 1.15487
7 H 2.16910 0.43253 1.22918
8 H 0.39728 1.29805 -0.64843
9 H -1.37398 -0.66955 -2.23564
10 H -1.54488 -2.38733 -2.25870
11 H -0.10604 -1.63607 -1.98358
12 H -1.13015 -0.27403 2.00574

Atomic forces in eV per Å
C -1.11 -1.36 0.98
C 0.51 0.57 1.15
N -2.53 -2.47 -0.71
Se 0.13 0.97 -4.17
H 0.52 -0.25 -0.19
H 0.39 1.11 -0.50
H -0.69 0.20 -0.15
H -0.78 -1.12 -0.14
H -0.19 -0.05 -0.57
H 1.07 2.53 1.16
H 1.71 -0.14 -0.45
H 0.97 -0.01 3.58

The value obtained for the largest force on an atom is 4.29 eV Å⁻¹. As for the net charge: +1. The value obtained for the HOMO energy is -14.11 eV. As for the spin multiplicity: 1. The value obtained for the orbital gap is 7.740 eV. The energy above the lowest of the compared OMol25 structures with the same formula, charge and spin is 36.8 kcal per mole.

These are the natural (NBO) partial charges, in e, on atoms 1 to 2: C -0.714; C -0.164


9.
This record from the Open Molecules 2025 dataset describes a cluster of 2 separate species, C2H8O in total in a non-equilibrium geometry. The level of theory is wB97M-V/def2-TZVPD.

Element x y z (Å)
1 C -1.06573 0.53877 -0.24191
2 C -1.25054 0.16903 1.21900
3 H -0.03992 0.36623 -0.58493
4 H -1.69946 0.02231 -0.96345
5 H -1.19821 1.59497 -0.49249
6 H -1.14226 -0.90956 1.33345
7 H -2.23175 0.45557 1.59269
8 H -0.49579 0.63179 1.85207
9 H 3.43159 -0.96921 -0.61506
10 H 2.36197 -1.02449 -1.54125
11 O 3.33011 -0.87539 -1.55813

Atomic forces in eV per Å
C 0.60 0.56 -0.90
C -0.07 -0.16 -0.25
H 0.01 -0.28 0.19
H -0.20 -0.30 0.35
H -0.23 0.10 0.50
H -0.08 -0.03 0.11
H -0.04 -0.01 0.02
H 0.01 0.12 -0.02
H 0.97 0.07 0.70
H 0.52 0.18 -0.88
O -1.49 -0.24 0.18

The value obtained for the largest force on an atom is 1.52 eV Å⁻¹. The value obtained for the HOMO energy is -11.67 eV. As for the spin multiplicity: 1. The value obtained for the orbital gap is 12.385 eV. The energy above the lowest of the compared OMol25 structures with the same formula, charge and spin is 2.9 kcal per mole.

These are the natural (NBO) partial charges, in e, on atoms 1 to 2: C -0.609; C -0.608


10.
This record from the Open Molecules 2025 dataset describes a cluster of 2 separate species, C2H8O2 in total. The level of theory is wB97M-V/def2-TZVPD.

Element x y z (Å)
1 C -1.12881 -1.84528 0.96188
2 O -0.19095 -1.01757 1.66029
3 H 0.61980 -1.06491 1.13383
4 H -0.76726 -2.87749 0.89060
5 H -1.29415 -1.51382 -0.05788
6 H -2.05217 -1.83970 1.54030
7 C 0.11865 1.76347 -1.52387
8 O 1.25182 1.03898 -1.04451
9 H 1.86911 1.64827 -0.62739
10 H -0.65531 1.82860 -0.75672
11 H -0.32208 1.13756 -2.29216
12 H 0.40243 2.71438 -1.95980

Atomic forces in eV per Å
C 0.38 -0.21 0.48
O 0.01 -0.38 -0.62
H -0.12 0.29 0.27
H -0.06 0.00 0.16
H -0.22 0.32 -0.15
H 0.01 0.06 -0.18
C 0.00 -0.92 0.12
O 0.11 0.12 0.01
H -0.16 -0.04 0.01
H 0.15 0.49 0.17
H 0.03 0.02 -0.34
H -0.13 0.26 0.08

The value obtained for the largest force on an atom is 0.93 eV Å⁻¹. The value obtained for the HOMO energy is -10.20 eV. As for the spin multiplicity: 1. The value obtained for the orbital gap is 11.063 eV. The energy above the lowest of the compared OMol25 structures with the same formula, charge and spin is 17.5 kcal per mole.

These are the natural (NBO) partial charges, in e, on atoms 1 to 2: C -0.249; O -0.721


11.
This record from the Open Molecules 2025 dataset describes a cluster of 2 separate species, C2H8O2 in total in a non-equilibrium geometry. The level of theory is wB97M-V/def2-TZVPD.

Element x y z (Å)
1 C -0.68331 2.13987 -1.05745
2 O -0.06686 1.37812 -0.02427
3 H -0.65170 1.22406 0.73115
4 H -0.68209 3.21550 -0.86094
5 H -0.19016 1.82854 -1.96488
6 H -1.70600 1.77383 -1.24391
7 C 0.64178 -2.43331 0.34516
8 O 0.17697 -1.17538 0.83596
9 H 0.52191 -0.46520 0.27817
10 H -0.15181 -3.13736 0.57589
11 H 1.62218 -2.65351 0.77436
12 H 0.80340 -2.40853 -0.73541

Atomic forces in eV per Å
C -0.87 -1.09 0.17
O 0.17 0.21 0.28
H -0.01 0.22 -0.37
H 0.16 -0.17 -0.18
H 0.57 0.57 -0.31
H 0.00 0.40 0.36
C 0.05 0.92 -0.13
O 0.14 -0.14 -0.20
H -0.11 -0.03 0.09
H 0.37 -0.41 0.10
H -0.23 -0.46 0.29
H -0.25 -0.03 -0.10

The value obtained for the largest force on an atom is 1.41 eV Å⁻¹. The value obtained for the HOMO energy is -9.97 eV. As for the spin multiplicity: 1. The value obtained for the orbital gap is 10.900 eV. The energy above the lowest of the compared OMol25 structures with the same formula, charge and spin is 17.2 kcal per mole.

These are the natural (NBO) partial charges, in e, on atoms 1 to 2: C -0.248; O -0.751


12.
This record from the Open Molecules 2025 dataset describes a cluster of 2 separate species, C2H8O2 in total in a non-equilibrium geometry. The level of theory is wB97M-V/def2-TZVPD.

Element x y z (Å)
1 C -1.13486 3.10492 -2.04807
2 O -1.10892 1.93395 -1.24609
3 H -1.28690 2.87196 -3.16272
4 H -2.04593 3.60055 -1.76444
5 H -0.27691 3.84015 -1.96348
6 H -1.38747 1.11914 -1.60147
7 C 1.19064 -2.92591 1.50385
8 O 1.14393 -1.86004 2.74758
9 H 1.68262 -3.72919 2.07667
10 H 0.16569 -3.29955 1.13824
11 H 1.72634 -2.25413 0.77353
12 H 1.33177 -2.40186 3.54640

Atomic forces in eV per Å
C -0.74 -0.37 -2.06
O 1.66 1.69 1.52
H 0.52 0.21 1.43
H -0.30 0.79 0.08
H -0.65 -1.44 0.35
H -0.49 -0.87 -1.34
C -0.66 2.23 2.65
O -0.45 -2.29 -1.62
H 0.35 0.07 -1.47
H 1.43 1.04 0.76
H -0.37 -1.60 0.60
H -0.30 0.54 -0.90

The value obtained for the largest force on an atom is 3.52 eV Å⁻¹. The value obtained for the HOMO energy is -10.31 eV. As for the spin multiplicity: 1. The value obtained for the orbital gap is 11.172 eV. The energy above the lowest of the compared OMol25 structures with the same formula, charge and spin is 47.6 kcal per mole.

These are the natural (NBO) partial charges, in e, on atoms 1 to 2: C -0.246; O -0.745